Below is a cluster of 2 separate species, C5H10S3 in total at a distorted geometry, with properties calculated with ωB97M-V with the def2-TZVPD basis set.

The geometry in XYZ format:
```
18
Properties=species:S:1:pos:R:3:forces:R:3:nbo_charge:R:1
C 2.584 0.101 0.603 1.13 0.33 -0.45 -0.5139
C -2.246 1.035 -0.038 0.23 -1.27 3.28 -0.6073
C -0.193 -0.741 1.398 -2.30 0.95 -0.44 -0.4323
C -1.609 -0.156 -0.680 -0.05 -0.23 -1.80 -0.4476
C -0.511 -0.801 0.110 0.14 -0.98 -0.16 -0.1143
S 2.244 1.447 -0.375 0.91 -0.70 -0.10 0.1349
S 3.936 -0.856 0.423 0.18 -0.18 -0.26 0.1933
S 0.505 -1.847 -0.938 -1.08 1.02 -1.33 -0.0020
H -3.070 0.767 0.706 1.09 0.13 -0.94 0.2072
H -1.433 1.456 0.548 -0.17 0.65 0.29 0.2035
H -2.629 1.771 -0.647 -0.80 1.43 -1.76 0.2169
H 0.631 -1.287 1.705 1.41 -0.71 0.93 0.2178
H -0.832 -0.230 2.135 0.46 -0.17 -0.43 0.2085
H 1.291 1.879 0.415 -0.85 0.36 0.29 0.1240
H -1.025 0.114 -1.640 -1.50 0.16 1.14 0.1992
H -2.430 -0.863 -0.965 1.03 0.12 0.01 0.2305
H 4.812 -0.594 -0.669 -0.96 0.35 0.52 0.0570
H -0.027 -1.191 -2.090 1.11 -1.27 1.21 0.1247
```
Positions in Å, forces in eV/Å.

Calculated values
ΔE to the lowest compared entry with this formula, charge and spin ... 88.8 kcal per mole
LUMO ... 0.00335 hartree


Below is an isolated molecule of C5H10Si at a distorted geometry, with properties calculated with ωB97M-V with the def2-TZVPD basis set.

The geometry in XYZ format:
```
16
Properties=species:S:1:pos:R:3:forces:R:3:nbo_charge:R:1
C -2.461 1.742 -0.390 -2.01 0.63 -0.81 -0.1973
C -1.422 1.154 -0.488 1.38 -1.58 1.02 -0.4812
Si -0.010 0.005 -0.001 2.13 -0.46 -1.38 1.4515
C 0.848 -0.694 -1.918 -1.20 1.18 3.93 -0.9517
C 1.170 1.146 1.185 -2.00 -0.54 -2.26 -1.0399
C -0.292 -1.623 0.947 -1.35 1.72 2.35 -1.1103
H -3.468 2.129 -0.549 0.91 -0.04 0.38 0.2403
H 0.779 0.275 -2.342 0.48 0.63 -1.19 0.2140
H 1.842 -1.091 -1.719 -0.18 0.07 -0.33 0.2211
H 0.107 -1.373 -2.296 -0.06 -0.36 -0.26 0.2189
H 0.667 1.253 2.146 0.70 -0.63 0.34 0.2388
H 2.201 0.852 1.043 0.16 -0.22 0.87 0.2379
H 1.066 2.141 0.773 0.14 0.38 -0.38 0.2311
H -1.235 -2.161 0.858 -0.54 0.58 0.02 0.2480
H 0.352 -2.405 0.679 1.69 -0.63 -0.44 0.2440
H -0.144 -1.350 2.073 -0.26 -0.75 -1.86 0.2346
```
Positions in Å, forces in eV/Å.

Calculated values
ΔE to the lowest compared entry with this formula, charge and spin ... 34.4 kcal per mole
LUMO ... 0.03559 hartree


no.,M (g mol⁻¹),Kohn-Sham gap (eV)
1,166.3,8.5170
2,98.2,10.2040